(1)
# C4H12O

A 2-piece molecular cluster, C4H12O overall at a distorted geometry (wB97M-V/def2-TZVPD, the OMol25 dataset).

The strongest force on any atom comes out at 0.04353 Eh/bohr. The calculation puts the HOMO energy at -10.152 eV. Its spin multiplicity is 1. The net charge is 0. The value obtained for the relative energy (zero: lowest compared OMol25 entry of this formula, charge and spin) is 77.23 kJ/mol. Its energy is -234.8032 hartree. The SMILES is CCO.CC. The calculation puts the frontier orbital gap at 11.05 eV.

Atoms and positions in Å:
C1 -1.0785 -1.0086 1.3311
C2 -1.3821 0.0278 2.4296
O1 -0.2471 0.6023 3.0168
H1 -1.6047 -0.6753 0.4348
H2 -1.5859 -1.9495 1.5327
H3 -0.0429 -1.2387 1.0999
H4 -2.0827 0.7664 2.0245
H5 -1.9714 -0.4411 3.2218
H6 0.4931 0.5997 2.4002
C3 0.5111 0.2625 -1.8523
C4 1.8551 0.5685 -2.5076
H7 -0.3221 0.4422 -2.4525
H8 0.5502 -0.7898 -1.5828
H9 0.3717 0.8206 -0.9297
H10 1.9949 -0.0248 -3.4146
H11 2.6634 0.4561 -1.8306
H12 1.8780 1.5817 -2.9212

Atom charges from the Mulliken analysis, given in e for atoms 1 to 4: atom 1 (C): -1.0386, atom 2 (C): -0.1386, atom 3 (O): -0.5262, atom 4 (H): 0.2596

---

(2)
# CH21O12

A 11-piece molecular cluster, CH21O12 overall at a distorted geometry (wB97M-V/def2-TZVPD, the OMol25 dataset).

The strongest force on any atom comes out at 0.08390 Eh/bohr. The calculation puts the HOMO energy at -6.760 eV. Its spin multiplicity is 1. The net charge is -1. The value obtained for the relative energy (zero: lowest compared OMol25 entry of this formula, charge and spin) is 46.70 kJ/mol. Its energy is -953.7220 hartree. The calculation puts the frontier orbital gap at 9.78 eV.

Atoms and positions in Å:
O1 -0.3004 -0.1567 1.8806
C1 -0.6018 -1.2733 1.3711
O2 0.1858 -2.0201 0.7516
H1 -1.6448 -1.6120 1.4711
H2 2.6242 -1.0076 -0.4903
H3 1.5252 -2.0829 -0.4226
O3 2.2528 -1.7749 -0.9829
H4 -0.2045 1.7455 -2.8236
H5 0.1017 0.2299 -2.4532
O4 -0.2626 1.1144 -2.1030
H6 -2.6443 0.4747 -0.1281
H7 -1.7893 0.4755 -1.4399
O5 -2.5081 0.0018 -0.9790
H8 1.2963 -1.7939 1.9017
H9 0.7841 -0.5503 2.5468
O6 1.5909 -1.0849 2.4918
H10 -1.8747 -1.6378 -1.2960
H11 -0.7229 -2.4677 -0.7221
O7 -1.3147 -2.4160 -1.5115
H12 2.5870 -0.1255 1.3490
H13 2.1878 0.9552 0.3437
O8 2.9181 0.3451 0.5593
H14 -2.1258 2.3077 1.2526
H15 -1.7853 0.8698 1.7207
O9 -2.5285 1.4275 1.3938
H16 0.5413 1.4232 -0.5984
H17 0.5583 0.9756 0.8769
O10 0.9364 1.6631 0.2748
H18 1.3229 -1.3532 -2.3839
H19 -0.1408 -1.7503 -2.6290
O11 0.5744 -1.1701 -2.9874
H20 -0.5492 3.7647 1.9859
H21 -0.1622 2.9490 0.6873
O12 -0.8276 3.5546 1.0922

Atom charges from the Mulliken analysis, given in e for atoms 1 to 4: atom 1 (O): -0.7836, atom 2 (C): 0.2057, atom 3 (O): -0.9408, atom 4 (H): 0.4592

---

(3)
# C10H12ClN3PbS

C10H12ClN3PbS as an isolated structure at a distorted geometry (wB97M-V/def2-TZVPD, the OMol25 dataset).

The strongest force on any atom comes out at 0.13245 Eh/bohr. The calculation puts the HOMO energy at -13.102 eV. Its spin multiplicity is 1. The net charge is +2. Its energy is -1602.8209 hartree. The calculation puts the frontier orbital gap at 2.56 eV.

Atoms and positions in Å:
N1 -0.6581 1.3277 -3.9249
C1 -1.8006 1.5931 -2.9873
C2 -2.3686 0.2848 -2.2516
C3 -1.8738 0.0818 -0.7320
C4 -0.3485 0.5838 -0.6452
C5 0.4815 -0.0087 0.5836
C6 0.9624 1.0126 1.6900
C7 1.7843 0.6067 2.9402
C8 2.2201 -0.8650 3.1388
N2 3.0154 -1.4320 4.2227
S1 3.1116 -3.0917 3.6997
N3 2.1948 -3.2446 2.2362
C9 1.7376 -1.8846 2.0129
C10 0.8730 -1.4944 0.7409
Cl1 0.3753 -2.7500 -0.4727
H1 0.0283 2.0951 -3.9227
H2 -0.2229 0.4120 -3.7592
H3 -1.5074 2.4518 -2.2889
H4 -2.6571 2.0078 -3.6486
H5 -2.0685 -0.6747 -2.8288
H6 -3.5075 0.3387 -2.2819
H7 -2.0194 -1.0273 -0.4599
H8 -2.5942 0.6637 -0.0391
H9 0.1996 0.2782 -1.6118
H10 -0.3844 1.7283 -0.5186
H11 0.6793 2.1238 1.5653
H12 2.0618 1.4048 3.7045
Pb1 2.2859 -2.5218 5.8380

Atom charges from the Mulliken analysis, given in e for atoms 1 to 4: atom 1 (N): -0.5608, atom 2 (C): -0.3500, atom 3 (C): -0.6718, atom 4 (C): -0.3335

---

(4)
# C10H24N2O4

C10H24N2O4 as an isolated structure at a distorted geometry (wB97M-V/def2-TZVPD, the OMol25 dataset).

The strongest force on any atom comes out at 0.18087 Eh/bohr. The calculation puts the HOMO energy at -8.308 eV. Its spin multiplicity is 1. The net charge is 0. The value obtained for the relative energy (zero: lowest compared OMol25 entry of this formula, charge and spin) is 1159.02 kJ/mol. Its energy is -805.3832 hartree. The calculation puts the frontier orbital gap at 8.79 eV.

Atoms and positions in Å:
C1 1.3111 2.3913 -0.0417
C2 0.6657 1.8144 -1.4044
C3 -0.8929 0.2040 -1.9355
C4 -0.3681 -0.7527 -3.0752
C5 -0.7842 1.5033 0.2017
C6 -0.6275 0.9509 1.6091
C7 1.2931 -0.7630 1.9290
C8 1.7446 -1.6522 0.7375
C9 -0.9856 -1.4986 2.1369
C10 -1.3706 -2.0343 0.7411
H1 0.3794 4.2054 0.2295
H2 2.4014 2.7111 -0.3543
H3 1.3384 1.3740 0.5390
H4 0.0404 2.6269 -1.9984
H5 1.8118 1.5038 -2.1509
H6 -1.7455 -0.5169 -1.6349
H7 -1.4272 0.9681 -2.6102
H8 0.0678 -0.1076 -4.0221
H9 -1.2981 -1.2627 -3.5904
H10 1.4730 -0.7647 -2.0008
H11 -0.4578 2.5926 0.3780
H12 -2.0531 1.4259 -0.0881
H13 -1.8046 0.9985 2.0406
H14 -0.0144 1.8077 2.2325
H15 1.5140 -1.4313 2.8474
H16 1.8854 0.1052 1.7764
H17 1.0077 -2.5123 0.6951
H18 2.7084 -2.1952 1.0511
H19 0.8713 -0.4345 -0.4163
H20 -0.1980 -2.3439 2.4715
H21 -1.8092 -1.4242 2.9369
H22 -1.4074 -3.3528 0.6562
H23 -0.3762 -1.3932 0.1992
H24 -2.8225 -1.8689 -0.5029
N1 -0.0745 0.8113 -1.0515
N2 -0.2205 -0.3464 2.0874
O1 0.5565 3.4116 0.8214
O2 0.5932 -1.6146 -2.3063
O3 1.8405 -0.7590 -0.4579
O4 -2.7321 -1.6559 0.5269

Atom charges from the Mulliken analysis, given in e for atoms 1 to 4: atom 1 (C): -0.5846, atom 2 (C): -0.3041, atom 3 (C): -0.5031, atom 4 (C): -0.6234

---

Repeat the third record exactly.
# C10H12ClN3PbS

C10H12ClN3PbS as an isolated structure at a distorted geometry (wB97M-V/def2-TZVPD, the OMol25 dataset).

The strongest force on any atom comes out at 0.13245 Eh/bohr. The calculation puts the HOMO energy at -13.102 eV. Its spin multiplicity is 1. The net charge is +2. Its energy is -1602.8209 hartree. The calculation puts the frontier orbital gap at 2.56 eV.

Atoms and positions in Å:
N1 -0.6581 1.3277 -3.9249
C1 -1.8006 1.5931 -2.9873
C2 -2.3686 0.2848 -2.2516
C3 -1.8738 0.0818 -0.7320
C4 -0.3485 0.5838 -0.6452
C5 0.4815 -0.0087 0.5836
C6 0.9624 1.0126 1.6900
C7 1.7843 0.6067 2.9402
C8 2.2201 -0.8650 3.1388
N2 3.0154 -1.4320 4.2227
S1 3.1116 -3.0917 3.6997
N3 2.1948 -3.2446 2.2362
C9 1.7376 -1.8846 2.0129
C10 0.8730 -1.4944 0.7409
Cl1 0.3753 -2.7500 -0.4727
H1 0.0283 2.0951 -3.9227
H2 -0.2229 0.4120 -3.7592
H3 -1.5074 2.4518 -2.2889
H4 -2.6571 2.0078 -3.6486
H5 -2.0685 -0.6747 -2.8288
H6 -3.5075 0.3387 -2.2819
H7 -2.0194 -1.0273 -0.4599
H8 -2.5942 0.6637 -0.0391
H9 0.1996 0.2782 -1.6118
H10 -0.3844 1.7283 -0.5186
H11 0.6793 2.1238 1.5653
H12 2.0618 1.4048 3.7045
Pb1 2.2859 -2.5218 5.8380

Atom charges from the Mulliken analysis, given in e for atoms 1 to 4: atom 1 (N): -0.5608, atom 2 (C): -0.3500, atom 3 (C): -0.6718, atom 4 (C): -0.3335

---

Question: The lowest frontier orbital gap belongs to which entry?
Answer: C10H12ClN3PbS

---

Repeat the fourth record exactly.
# C10H24N2O4

C10H24N2O4 as an isolated structure at a distorted geometry (wB97M-V/def2-TZVPD, the OMol25 dataset).

The strongest force on any atom comes out at 0.18087 Eh/bohr. The calculation puts the HOMO energy at -8.308 eV. Its spin multiplicity is 1. The net charge is 0. The value obtained for the relative energy (zero: lowest compared OMol25 entry of this formula, charge and spin) is 1159.02 kJ/mol. Its energy is -805.3832 hartree. The calculation puts the frontier orbital gap at 8.79 eV.

Atoms and positions in Å:
C1 1.3111 2.3913 -0.0417
C2 0.6657 1.8144 -1.4044
C3 -0.8929 0.2040 -1.9355
C4 -0.3681 -0.7527 -3.0752
C5 -0.7842 1.5033 0.2017
C6 -0.6275 0.9509 1.6091
C7 1.2931 -0.7630 1.9290
C8 1.7446 -1.6522 0.7375
C9 -0.9856 -1.4986 2.1369
C10 -1.3706 -2.0343 0.7411
H1 0.3794 4.2054 0.2295
H2 2.4014 2.7111 -0.3543
H3 1.3384 1.3740 0.5390
H4 0.0404 2.6269 -1.9984
H5 1.8118 1.5038 -2.1509
H6 -1.7455 -0.5169 -1.6349
H7 -1.4272 0.9681 -2.6102
H8 0.0678 -0.1076 -4.0221
H9 -1.2981 -1.2627 -3.5904
H10 1.4730 -0.7647 -2.0008
H11 -0.4578 2.5926 0.3780
H12 -2.0531 1.4259 -0.0881
H13 -1.8046 0.9985 2.0406
H14 -0.0144 1.8077 2.2325
H15 1.5140 -1.4313 2.8474
H16 1.8854 0.1052 1.7764
H17 1.0077 -2.5123 0.6951
H18 2.7084 -2.1952 1.0511
H19 0.8713 -0.4345 -0.4163
H20 -0.1980 -2.3439 2.4715
H21 -1.8092 -1.4242 2.9369
H22 -1.4074 -3.3528 0.6562
H23 -0.3762 -1.3932 0.1992
H24 -2.8225 -1.8689 -0.5029
N1 -0.0745 0.8113 -1.0515
N2 -0.2205 -0.3464 2.0874
O1 0.5565 3.4116 0.8214
O2 0.5932 -1.6146 -2.3063
O3 1.8405 -0.7590 -0.4579
O4 -2.7321 -1.6559 0.5269

Atom charges from the Mulliken analysis, given in e for atoms 1 to 4: atom 1 (C): -0.5846, atom 2 (C): -0.3041, atom 3 (C): -0.5031, atom 4 (C): -0.6234